Record 1
DFT (ωB97M-V with the def2-TZVPD basis set) results for C32H47Br57IO3PS as an isolated structure.

```
142
Properties=species:S:1:pos:R:3:forces:R:3:mulliken_charge:R:1
C -6.456762 -0.472239 -4.910453 0.0 -0.4 0.2 -1.01
C -6.578707 -0.806742 -3.425360 -0.1 0.5 -0.3 -0.40
C -6.769574 0.413685 -2.523920 0.3 -0.7 0.4 -1.58
I -8.495754 -0.033838 -1.299646 -0.1 0.3 0.2 0.00
P -5.181161 0.710570 -1.426615 -1.1 -0.6 -0.5 0.40
S -3.320484 0.778151 -0.135888 0.4 0.3 0.6 -0.29
C -5.986218 1.983503 -0.389232 1.0 0.6 0.0 -1.06
C -5.153306 3.143029 0.141120 -0.2 0.4 -0.5 -1.57
C -4.389340 3.932459 -0.935267 0.3 -0.1 0.7 -0.65
C -2.915638 4.193211 -0.624642 0.1 0.1 -0.7 -0.87
C -2.026558 4.289884 -1.875825 -0.1 0.2 0.5 -1.07
C -0.874872 3.338850 -1.855131 0.2 -0.3 0.4 1.02
O -0.013964 3.614243 -0.766627 -0.1 0.6 0.0 -0.48
C 0.410701 2.449995 -0.111373 0.1 -0.1 -0.3 -0.60
C -4.195207 1.046262 -2.942769 0.3 0.0 0.1 0.84
C -3.361585 -0.169489 -3.368968 -0.4 0.7 -0.1 0.06
C -1.910257 0.171644 -3.486453 0.0 -0.7 1.4 -0.31
O -1.086129 -0.555810 -3.032404 0.8 -0.4 0.5 -0.66
O -1.516559 1.328791 -4.036152 -0.6 0.8 -0.4 -0.31
H -5.680264 -1.061657 -5.357721 0.6 -0.1 -0.4 -0.04
H -7.350588 -0.766395 -5.429723 -0.6 0.0 -0.3 0.31
H -6.292937 0.573747 -5.109098 0.2 0.4 -0.1 0.40
H -7.425574 -1.450673 -3.326442 -0.4 -0.5 0.1 0.77
H -5.745562 -1.397096 -3.075778 0.5 -0.2 0.1 0.30
H -6.984529 1.265114 -3.144068 -0.5 0.6 0.0 0.80
H -5.314393 -0.632121 -1.047571 0.1 -0.1 0.1 0.12
H -2.684561 -0.336579 -0.488831 -0.1 -0.3 -0.2 0.16
H -6.762174 2.427465 -0.983337 -0.5 0.0 -0.4 0.47
H -6.457942 1.464285 0.429074 -0.2 -0.4 0.2 0.50
H -5.874599 3.834649 0.544678 -0.4 0.2 0.4 0.52
H -4.536899 2.885034 0.978456 0.5 -0.4 0.3 0.64
H -4.518867 3.497830 -1.916111 0.0 -0.3 -0.3 0.50
H -4.836449 4.908923 -0.975622 -0.4 0.5 -0.4 0.54
H -2.868747 5.147495 -0.133011 0.1 0.4 0.5 0.43
H -2.497043 3.479268 0.062712 0.1 -0.5 0.2 0.47
H -1.645649 5.294254 -1.947374 0.2 0.5 -0.2 0.55
H -2.594382 4.103132 -2.777280 -0.3 0.0 -0.4 0.48
H -0.322167 3.362764 -2.783603 0.2 0.0 -0.1 -0.77
H -1.268983 2.340070 -1.742348 -0.1 -0.5 0.1 0.01
H -0.376922 2.034802 0.502133 -0.4 -0.3 0.2 0.21
H 0.737557 1.706263 -0.830372 0.1 -0.4 -0.2 0.29
H 1.251550 2.686855 0.512613 0.4 0.3 0.4 0.31
H -4.793993 1.422553 -3.749700 -0.6 0.1 -0.4 0.68
H -3.493380 1.818628 -2.699290 0.2 0.6 0.4 -0.77
H -3.723182 -0.576966 -4.300409 -0.1 -0.1 -0.4 -0.34
H -3.408362 -0.949863 -2.639004 0.1 -0.5 0.3 0.65
H -2.253070 1.738916 -4.515451 0.1 0.2 0.2 0.35
C 2.139330 -1.598378 3.654881 0.0 -0.1 0.0 -0.30
Br 1.421481 0.091603 4.217934 0.0 0.1 0.0 0.01
Br 1.868486 -1.900473 1.776664 0.0 0.0 0.0 -0.06
Br 3.989689 -1.776268 4.134902 0.0 0.0 0.1 -0.04
H 1.595531 -2.365636 4.183454 0.0 0.0 0.0 0.38
C 7.664089 -0.705157 2.040055 -0.1 0.0 0.0 -0.36
Br 9.118790 -1.326918 0.945387 0.1 0.0 0.0 0.14
Br 5.983613 -0.832037 1.120044 0.1 0.0 -0.1 -0.05
Br 7.635871 -1.604282 3.743892 0.0 0.0 0.0 0.00
H 7.837265 0.341595 2.239535 0.0 0.1 0.0 0.41
C 3.345326 0.093981 7.746884 0.0 0.0 0.0 0.05
Br 2.919547 -1.690363 8.346975 0.0 0.1 0.0 -0.01
Br 1.984246 1.354266 8.242999 0.0 0.0 0.0 -0.02
Br 5.083034 0.659654 8.340864 0.1 0.0 -0.1 0.00
H 3.376102 0.064556 6.667362 0.0 0.0 -0.1 -0.02
C 8.139710 -4.070090 -2.426922 -0.1 0.0 0.0 -0.38
Br 7.923547 -2.235950 -2.962368 0.0 0.1 0.0 0.00
Br 9.995864 -4.564870 -2.361170 -0.1 0.1 -0.1 -0.02
Br 7.244497 -4.448095 -0.771255 0.0 0.0 0.0 0.00
H 7.673294 -4.678781 -3.185254 0.0 0.0 -0.1 0.36
C 5.603237 -0.003115 12.767967 0.0 0.0 0.0 -0.39
Br 5.546124 -0.734338 14.544708 0.0 0.0 0.1 -0.07
Br 7.408252 0.127360 12.114289 0.1 0.0 0.0 -0.02
Br 4.488462 -0.980414 11.557539 0.1 -0.1 0.1 0.13
H 5.213053 1.001058 12.827029 0.0 0.1 0.0 0.37
C -0.297132 -1.539388 -7.246512 -0.3 -0.1 -0.1 -0.50
Br -0.774970 -1.089636 -9.058632 0.3 0.0 -0.1 -0.05
Br -1.030640 -0.282015 -5.983181 0.8 -0.6 -1.6 0.24
Br -0.780837 -3.350297 -6.805130 0.1 0.0 0.0 -0.03
H 0.777143 -1.477506 -7.174468 0.1 0.1 0.0 0.45
C 11.359108 0.531204 3.378721 0.0 0.0 0.0 0.59
Br 12.958157 0.746345 2.339332 0.0 0.1 0.0 -0.02
Br 11.582089 -0.767477 4.778610 0.0 0.0 0.0 -0.05
Br 10.722855 2.209613 4.065590 0.0 0.0 0.0 -0.06
H 10.599515 0.150438 2.714259 0.0 -0.1 -0.1 -0.54
C -10.915763 -0.393275 -4.331839 0.0 0.0 0.0 0.14
Br -10.638745 0.641146 -5.926672 0.0 0.1 -0.1 -0.01
Br -12.759056 -0.368546 -3.780987 0.0 0.0 0.0 -0.05
Br -10.257218 -2.181181 -4.521194 0.1 -0.1 -0.1 0.02
H -10.342555 0.074456 -3.544205 0.0 0.0 0.1 -0.03
C 9.691365 2.700469 14.189684 0.0 0.0 0.0 0.19
Br 9.454326 4.530757 13.656837 0.0 0.0 0.0 -0.01
Br 11.547929 2.214205 14.258032 0.0 0.0 0.0 0.00
Br 8.798867 2.324591 15.846978 0.0 0.0 0.0 0.00
H 9.226619 2.085594 13.434707 0.0 0.0 0.0 -0.17
C -11.270242 -4.027337 -8.388027 0.0 0.0 0.0 -0.36
Br -11.470166 -2.221116 -9.010216 0.0 0.1 0.0 -0.03
Br -9.430704 -4.452884 -8.029801 -0.1 0.0 0.0 -0.02
Br -12.383934 -4.370415 -6.862235 -0.1 -0.1 0.0 -0.01
H -11.601521 -4.678964 -9.180731 0.0 0.0 -0.1 0.37
C -13.023843 -4.149298 -1.139948 0.0 0.0 -0.1 -0.38
Br -14.479209 -3.355167 -0.171686 0.0 0.0 0.0 -0.01
Br -13.449682 -4.389361 -3.001630 0.0 0.0 0.0 -0.01
Br -11.394178 -3.158748 -0.921957 0.1 0.1 0.0 0.01
H -12.859524 -5.129631 -0.721947 0.0 -0.1 0.0 0.35
C 1.932482 3.809191 -5.085137 0.1 0.0 0.0 -0.37
Br 2.160338 1.976076 -4.558527 -0.1 -0.1 0.0 -0.04
Br 0.079831 4.324132 -5.167782 0.0 0.1 -0.3 -0.08
Br 2.940963 4.975433 -3.944307 0.0 0.0 0.0 -0.01
H 2.329721 3.906073 -6.083302 0.0 0.0 -0.1 0.44
C 11.562085 -0.808749 -3.111642 0.0 0.0 0.0 0.07
Br 10.832825 0.889316 -2.591661 -0.1 0.0 0.1 -0.02
Br 11.305511 -1.128826 -4.986900 0.0 0.0 0.0 -0.01
Br 13.411673 -0.968830 -2.611746 0.0 0.0 0.0 -0.05
H 11.012798 -1.572865 -2.579696 0.0 0.0 0.0 -0.04
C 14.148266 -3.797931 0.674370 0.0 0.0 0.0 -0.37
Br 12.922522 -4.528708 -0.612602 0.1 -0.1 0.1 0.03
Br 13.219306 -2.951243 2.122812 0.0 -0.1 0.1 0.06
Br 15.400162 -5.113929 1.298568 0.0 0.0 0.0 -0.02
H 14.716257 -3.033070 0.167738 0.0 0.0 0.0 0.31
C -13.389888 3.426074 -5.016324 0.0 0.0 0.0 0.37
Br -14.862299 4.177427 -4.039099 0.0 0.0 0.0 -0.03
Br -13.813615 3.212606 -6.878446 0.0 0.0 0.0 -0.01
Br -11.779881 4.446897 -4.761490 0.0 0.0 0.0 -0.01
H -13.209661 2.439473 -4.615123 0.0 -0.1 0.0 -0.36
C 6.541206 3.219293 -5.620609 -0.1 0.0 0.0 0.05
Br 6.723779 4.982587 -4.884649 0.1 0.0 0.0 -0.02
Br 6.903731 3.203084 -7.507686 0.0 0.0 -0.1 -0.02
Br 7.621045 1.936201 -4.684939 0.1 0.0 0.0 0.10
H 5.510283 2.924837 -5.491571 -0.1 0.0 0.0 -0.12
C -5.039477 -2.465511 -9.238751 -0.1 0.0 0.0 -0.38
Br -4.012507 -1.791084 -7.764478 -0.2 0.0 0.1 0.09
Br -4.731617 -4.342015 -9.504568 0.0 -0.1 0.0 -0.02
Br -6.910706 -2.074575 -9.033549 0.1 0.0 0.0 -0.02
H -4.698071 -1.955501 -10.126033 0.0 0.0 0.0 0.37
C 7.207928 -4.343672 14.282847 0.0 0.0 0.0 0.33
Br 7.178649 -5.138638 16.031525 0.0 0.0 0.0 -0.01
Br 8.997797 -4.183846 13.605851 0.0 0.0 0.0 -0.01
Br 6.067537 -5.283863 13.056418 0.0 0.0 0.0 0.00
H 6.814257 -3.345688 14.378477 0.0 0.1 0.0 -0.30
C -0.156774 -1.655005 11.174959 0.0 0.0 0.0 -0.34
Br 0.854410 -3.285623 11.308827 0.0 0.0 0.0 -0.03
Br 0.908004 -0.132634 11.655638 -0.1 0.0 0.0 -0.01
Br -0.947690 -1.448566 9.436019 0.0 0.0 0.0 -0.01
H -0.964191 -1.720666 11.886499 0.0 0.0 0.0 0.36
```
Positions in Å, forces in eV/Å.

2S+1: 1
LUMO level, eV: -0.3188
Highest occupied orbital energy, eV: -8.78

Record 2
DFT (ωB97M-V with the def2-TZVPD basis set) results for C32H47ClIrN3O4P as an isolated structure.

```
89
Properties=species:S:1:pos:R:3:forces:R:3:mulliken_charge:R:1
Ir 0.209481 -0.303958 0.022954 -0.2 -0.4 -0.3 2.35
O 0.398834 -3.601004 2.135783 0.1 0.1 0.1 -0.67
Cl 1.087885 -2.376145 2.319971 -0.4 -0.1 0.0 1.91
O 1.337953 -2.088381 3.686358 0.0 -0.1 -0.1 -0.66
O 0.114677 -1.267428 1.845038 0.2 -0.1 0.6 -1.40
O 2.240670 -2.281020 1.498473 0.2 0.0 -0.3 -0.55
C -2.670384 -0.681633 -2.800720 0.0 0.0 0.0 -1.38
C -2.646809 -2.047634 -2.173261 0.0 0.0 0.0 1.39
C -3.011012 -3.159622 -2.920598 0.0 0.0 0.0 -0.73
C -3.149204 -4.403030 -2.324786 0.0 0.0 0.0 -1.04
C -2.970106 -4.537946 -0.959129 0.0 0.0 0.0 -0.98
C -2.588547 -3.456863 -0.170570 0.0 0.0 0.0 1.91
C -2.492699 -3.652201 1.319189 0.0 0.0 0.0 -1.80
C -2.375918 -2.235353 -0.814461 -0.1 0.0 -0.1 -1.85
N -1.886708 -1.098158 -0.076877 0.0 0.1 0.1 0.74
C -2.687622 -0.484059 0.707697 0.0 -0.1 0.0 0.97
C -4.115057 -0.842158 0.965902 0.0 0.0 0.0 -2.18
C -2.118197 0.703447 1.389920 0.0 0.0 0.1 2.50
C -3.001160 1.538431 2.256270 0.0 -0.1 0.0 -2.35
N -0.880732 0.964593 1.167418 0.2 0.1 -0.1 0.81
C -0.318561 2.179673 1.728624 0.0 0.1 -0.1 -1.10
C 0.303273 2.174554 2.977127 0.1 0.0 0.1 0.95
C 0.239297 1.016326 3.932799 0.0 0.0 -0.1 -1.18
C 0.882699 3.370360 3.400086 0.0 0.0 0.0 -0.96
C 0.777908 4.532647 2.654178 0.0 -0.1 0.0 -1.05
C 0.030400 4.534333 1.487042 0.0 0.0 0.0 -0.71
C -0.543625 3.361257 1.015825 0.0 0.0 -0.1 1.17
C -1.462659 3.396483 -0.171989 0.0 0.0 0.0 -1.54
H -2.462842 -0.744596 -3.867392 0.0 0.0 0.0 0.48
H -1.945228 -0.005184 -2.357454 0.0 0.0 0.0 -0.23
H -3.664420 -0.240503 -2.679457 0.0 0.0 0.0 0.38
H -3.203089 -3.039389 -3.979175 0.0 0.0 0.0 0.51
H -3.425836 -5.261797 -2.921464 0.0 0.0 0.0 0.43
H -3.123874 -5.498484 -0.483335 0.0 0.0 0.0 0.53
H -1.867509 -4.510367 1.553061 0.0 0.0 0.0 0.57
H -3.488577 -3.851141 1.722216 0.0 0.0 0.0 0.38
H -2.068841 -2.798424 1.841865 0.0 0.0 0.0 -0.02
H -4.437935 -1.665637 0.337836 0.0 0.0 0.0 0.38
H -4.762413 0.016979 0.788786 0.0 0.0 0.0 0.58
H -4.234052 -1.132384 2.012112 0.0 0.0 0.0 0.39
H -3.874634 1.862312 1.689414 0.0 0.0 0.0 0.53
H -2.489478 2.407492 2.656309 0.0 0.0 0.0 0.47
H -3.368738 0.929058 3.084374 0.0 0.0 0.0 0.45
H 0.397970 0.052132 3.464608 0.0 0.1 0.0 -0.19
H -0.750495 0.989372 4.399154 0.0 0.0 0.0 0.33
H 0.966179 1.145423 4.731781 0.0 0.0 0.0 0.50
H 1.392406 3.384908 4.354963 0.0 0.0 0.0 0.49
H 1.234877 5.446876 3.008093 0.0 0.0 0.0 0.44
H -0.120266 5.453149 0.934794 0.0 0.0 0.0 0.50
H -1.285792 4.284323 -0.775871 0.0 0.0 0.0 0.49
H -2.503913 3.433146 0.160715 0.0 0.0 0.0 0.29
H -1.363745 2.519281 -0.803633 0.0 -0.1 0.0 -0.09
C 3.550700 3.146437 -1.006944 0.0 0.0 0.0 -1.66
C 2.218043 2.475235 -0.666770 0.0 0.0 0.0 1.35
P 2.314672 0.754710 -0.059412 0.0 -0.1 0.1 0.97
C 3.386652 -0.048446 -1.298951 0.1 0.0 0.0 -0.69
C 3.827905 -1.481916 -1.023374 0.0 0.1 0.0 -1.12
C 3.385928 1.071074 1.403215 0.0 0.0 0.0 -0.70
C 3.517891 0.120247 2.579750 0.1 -0.1 0.0 -1.18
H 3.365331 4.192007 -1.253637 0.0 0.0 0.0 0.44
H 4.028469 2.690664 -1.873317 0.0 0.0 0.0 0.40
H 4.254284 3.131200 -0.176491 0.0 0.0 0.0 0.34
H 1.568522 2.502599 -1.532907 0.1 0.0 0.1 -0.63
H 1.721582 3.031369 0.123512 -0.1 0.1 0.1 -0.50
H 4.265775 0.597988 -1.366067 0.0 0.0 0.0 0.67
H 2.861041 0.023773 -2.254703 0.0 0.0 0.0 0.38
H 4.306356 -1.581164 -0.050165 0.0 0.0 0.0 0.32
H 4.547494 -1.781446 -1.784802 0.0 0.0 0.0 0.41
H 2.993164 -2.174095 -1.061227 -0.1 -0.1 0.0 0.04
H 3.057120 2.049365 1.764042 0.0 0.0 0.0 0.53
H 4.370104 1.226029 0.952130 0.0 0.0 0.0 0.65
H 2.569528 -0.046884 3.075590 -0.1 0.0 0.0 0.07
H 4.195816 0.564394 3.309568 0.0 0.0 0.0 0.45
H 3.920997 -0.846781 2.292153 0.0 0.0 0.0 0.30
C 0.502692 -3.033010 -1.510660 0.1 -0.1 -0.2 -1.73
C 0.555948 -1.822677 -2.394109 0.0 0.1 0.1 0.82
C 0.813414 -1.826768 -3.733587 0.0 -0.1 0.0 -1.06
C 0.734950 -0.490429 -4.193750 0.1 0.0 0.0 -1.21
C 0.483748 0.308922 -3.115206 0.3 -0.1 0.2 0.47
C 0.228704 1.778293 -3.164409 -0.2 0.0 -0.2 -1.99
N 0.387892 -0.489984 -1.973039 -0.3 0.5 -0.5 0.68
H 1.288864 -3.724992 -1.815525 0.0 0.0 0.1 0.58
H -0.447313 -3.554884 -1.607182 0.1 0.0 0.0 0.08
H 0.673010 -2.830862 -0.454810 0.0 0.0 0.2 0.19
H 1.021198 -2.712128 -4.313354 0.0 0.0 0.0 0.64
H 0.831137 -0.147989 -5.211673 0.0 0.0 0.0 0.56
H -0.501113 1.999062 -3.945504 0.0 0.0 0.0 0.49
H 1.127415 2.353271 -3.396786 0.0 0.0 0.0 0.40
H -0.181753 2.145754 -2.232163 -0.1 0.0 0.1 0.10
```
Positions in Å, forces in eV/Å.

2S+1: 1
LUMO level (spin up / spin down), eV: -4.2535 / -4.2528
Total charge: +1
Highest occupied orbital energy (spin up / spin down), eV: -10.13 / -10.13

Number 1: strongest force on any atom 0.0357 Eh/bohr. Number 2: strongest force on any atom 0.0149 Eh/bohr.